# 1
C8H12N2O3S in the gas phase at a distorted geometry, computed with the ωB97M-V functional and the def2-TZVPD basis.

Values from the calculation:
Frontier orbital gap   7.36 eV
Energy above the lowest of the compared OMol25 structures with the same formula, charge and spin   4.875 eV
SMILES   CN1C=CS[C@@]12[C@@H]([N+](=O)[O-])C[C@@]2(C)O
Strongest force on any atom   4.051 eV Å⁻¹

XYZ file:
```
26
C8H12N2O3S the ωB97M-V functional and the def2-TZVPD basis
C -1.3953 -2.0541 -0.8401
C -2.2940 -1.9671 0.1757
C 0.8736 1.1505 1.3211
C 0.9115 -0.3476 1.1771
C -0.1579 1.3291 0.2579
C -0.4891 -0.1733 0.1871
C -1.2840 2.2931 0.6950
C 0.5267 -0.9541 -2.1129
N -0.5349 -0.9947 -0.9845
N 2.1290 -0.9467 0.6623
O 2.2625 -2.1613 0.5418
O 2.9890 -0.1600 0.2672
O 0.4989 1.8822 -0.9669
S -1.9566 -0.5789 1.1228
H -1.2283 -2.8762 -1.5196
H -3.1633 -2.6800 0.3076
H 0.3794 1.5343 2.2347
H 1.8080 1.7303 1.1661
H 0.7409 -1.0117 2.0525
H -1.0372 2.8490 1.6028
H -2.3262 1.9782 0.6369
H -1.0239 3.1387 -0.0749
H 1.6170 -0.9181 -1.6419
H 0.3833 -1.8641 -2.8072
H 0.2908 -0.0157 -2.6169
H 1.4800 1.8183 -0.8437
```

=====

# 2
A molecular structure, C12H30CrFO8P2 at a distorted geometry, computed with the ωB97M-V functional and the def2-TZVPD basis.

Values from the calculation:
Frontier orbital gap (spin up / spin down)   5.08 / 6.94 eV
Energy above the lowest of the compared OMol25 structures with the same formula, charge and spin   0.724 eV
Net charge   +2
Strongest force on any atom   7.379 eV Å⁻¹
2S+1   4

XYZ file:
```
54
C12H30CrFO8P2 the ωB97M-V functional and the def2-TZVPD basis
Cr 0.1192 3.1187 0.0520
F 1.2771 2.4724 1.3901
C 2.0072 1.0443 -5.7858
C 1.4069 1.7515 -4.5674
O 0.8059 0.7635 -3.6813
P 1.1879 0.6515 -2.1935
O 0.8348 1.8554 -1.3734
O 0.5364 -0.6748 -1.7079
C 1.1527 -1.9890 -1.9765
C 0.7019 -2.8565 -0.8321
O 2.7426 0.4524 -2.1371
C 3.3445 0.1688 -0.8355
C 4.8342 0.4157 -0.8928
H 1.6741 0.0027 -5.6987
H 1.5476 1.3306 -6.7275
H 3.0900 0.9909 -5.7917
H 2.2005 2.3486 -4.1121
H 0.6312 2.4519 -4.8715
H 0.8050 -2.2979 -2.9620
H 2.2325 -1.8950 -2.0421
H -0.3254 -2.6634 -0.5191
H 0.7331 -3.9359 -0.9764
H 1.3168 -2.6390 0.0446
H 2.7768 0.6197 -0.0146
H 3.1840 -0.8916 -0.5969
H 5.2194 -0.1421 -0.0346
H 5.3147 0.0434 -1.7893
H 5.0406 1.4637 -0.6846
C -4.6641 -1.5094 1.4044
C -3.2395 -1.6406 0.8551
O -2.6882 -0.3800 0.4757
P -1.5613 0.3437 1.2888
O -0.9983 1.5478 0.6379
O -2.3777 0.7014 2.6240
C -3.3966 1.7052 2.7052
C -3.8901 1.9018 4.1437
O -0.6089 -0.7293 1.8211
C 0.2031 -0.3936 3.0562
C 1.6022 -0.9431 2.8551
H -4.5847 -1.2695 2.4787
H -5.2512 -0.7168 0.9515
H -5.1131 -2.4997 1.4434
H -2.6651 -2.3201 1.4810
H -3.4211 -2.1735 -0.0914
H -3.0063 2.6663 2.3297
H -4.2637 1.4211 2.0961
H -4.6231 1.0905 4.2196
H -3.1592 1.8773 4.9405
H -4.4849 2.8146 4.1179
H 0.2295 0.6942 3.0701
H -0.3092 -0.9242 3.8484
H 1.9887 -0.8785 1.8426
H 2.2900 -0.3807 3.4902
H 1.6006 -1.9653 3.2320
```

=====

# 3
2 unconnected molecules or ions with the total composition C3H7NS2 at a distorted geometry, computed with the ωB97M-V functional and the def2-TZVPD basis.

Values from the calculation:
Frontier orbital gap   9.17 eV
Energy above the lowest of the compared OMol25 structures with the same formula, charge and spin   2.215 eV
SMILES   C=CN=C.SS
Strongest force on any atom   2.777 eV Å⁻¹

XYZ file:
```
13
C3H7NS2 the ωB97M-V functional and the def2-TZVPD basis
C -1.9199 -0.4670 0.6154
C -1.6360 -1.4147 -0.3297
C -3.3292 1.1500 -0.3081
N -3.0840 0.3084 0.6497
H -1.2269 -0.2053 1.5135
H -2.1629 -1.5441 -1.2983
H -0.8695 -2.1510 -0.1404
H -4.3020 1.5986 -0.3594
H -2.6249 1.4054 -1.1071
S 1.5177 0.9037 0.1496
S 2.9252 -0.6352 -0.2868
H 0.7886 0.5710 -0.9204
H 2.2096 -1.7395 0.0937
```

=====

# 4
A gas-phase ion, C4H9N2O (charge +1) at a distorted geometry, computed with the ωB97M-V functional and the def2-TZVPD basis.

Values from the calculation:
Frontier orbital gap   11.57 eV
Energy above the lowest of the compared OMol25 structures with the same formula, charge and spin   2.962 eV
Net charge   +1
SMILES   C[C@]1([NH3+])N=CCO1
Strongest force on any atom   3.698 eV Å⁻¹

XYZ file:
```
16
C4H9N2O the ωB97M-V functional and the def2-TZVPD basis
C 0.9017 -1.4610 -1.0811
C -0.5452 -1.4138 -1.4688
C 0.1123 0.3007 -0.1594
C 0.3042 1.7862 -0.0444
N 1.2318 -0.4905 -0.3772
N -0.2660 -0.2520 1.5161
O -0.9483 -0.1275 -0.9259
H 1.6276 -2.0826 -1.5506
H -0.4468 -1.1565 -2.5425
H -1.1523 -2.1475 -0.9664
H -0.6652 2.1160 -0.4760
H 1.1154 2.0357 -0.6159
H 0.5756 2.3023 0.8991
H 0.1860 -1.1843 1.5818
H -1.2800 -0.5991 1.2595
H -0.0440 0.3444 2.3321
```

=====

# 5
5 unconnected molecules or ions with the total composition C3H15NO4 at a distorted geometry, computed with the ωB97M-V functional and the def2-TZVPD basis.

Values from the calculation:
Frontier orbital gap   9.62 eV
Energy above the lowest of the compared OMol25 structures with the same formula, charge and spin   1.250 eV
SMILES   C/C=C/N.O.O.O.O
Strongest force on any atom   1.347 eV Å⁻¹

XYZ file:
```
23
C3H15NO4 the ωB97M-V functional and the def2-TZVPD basis
C 0.3880 -1.4462 2.2607
C 0.5758 -2.1699 0.9579
C 0.0632 -1.7752 -0.1874
N 0.4154 -2.3363 -1.4789
H 0.7033 -0.4010 2.1790
H -0.6325 -1.4327 2.6378
H 0.9763 -1.8949 3.0632
H 1.1178 -3.1031 1.0537
H -0.5622 -0.9064 -0.2965
H -0.2122 -3.1185 -1.6421
H 1.3669 -2.6953 -1.4673
H -0.5079 -0.0061 -3.0870
H -0.6268 1.4640 -3.4182
O -0.2861 0.8662 -2.7416
H -2.1314 1.7806 0.6792
H -2.5338 0.3731 1.2696
O -2.1177 0.8181 0.5266
H 2.4976 2.0064 0.1928
H 1.5846 1.5445 -1.0389
O 1.8162 2.2580 -0.4306
H -0.5533 3.7552 1.0215
H -0.3227 3.0038 -0.2938
O -1.0185 3.4159 0.2403
```

=====

# 6
A molecular structure, C13H18F3N6O8P2S at a distorted geometry, computed with the ωB97M-V functional and the def2-TZVPD basis.

Values from the calculation:
Frontier orbital gap   6.43 eV
Net charge   +1
Strongest force on any atom   13.087 eV Å⁻¹

XYZ file:
```
51
C13H18F3N6O8P2S the ωB97M-V functional and the def2-TZVPD basis
N 1.4650 1.4924 -0.9121
P 2.8159 0.5896 -0.9039
N 2.9751 -0.4223 0.6002
N 2.6199 0.3120 1.7548
P 1.8375 -1.8146 0.3242
N 1.8819 -2.7908 1.6386
O 0.2037 -1.2516 0.0703
O 2.2659 -2.7726 -1.0779
S 4.6205 -0.9610 0.8420
O 4.8309 -2.4940 0.5294
O 5.6288 -0.2253 -0.1246
C 5.2909 -0.6980 2.5753
F 5.7511 0.7192 2.7533
F 6.5527 -1.5252 2.6575
F 4.4164 -1.1881 3.6655
H 0.9492 1.3428 -0.0171
H 3.9247 1.5049 -1.0801
H 2.7117 -0.3404 -2.0186
H 2.9593 1.3018 1.6100
H 1.5701 0.2959 1.8440
H 2.5594 -2.3954 2.3283
H -0.2276 -0.9496 0.9224
H 1.6743 -3.5959 -1.1204
C -3.1733 -0.4397 -4.0659
C -2.1519 -0.9155 -3.2422
C -0.8373 -0.4889 -3.4398
C -0.5561 0.4222 -4.4673
C -1.5783 0.8956 -5.3006
C -2.8888 0.4596 -5.0951
N 0.8198 0.8941 -4.6640
O 1.6991 0.4374 -3.9183
O 1.0227 1.7248 -5.5611
H -4.1977 -0.7709 -3.9044
H -2.3813 -1.6173 -2.4432
H -0.0527 -0.8690 -2.7893
H -1.3734 1.5991 -6.1049
H -3.6897 0.8236 -5.7347
C -5.2741 1.3317 3.9073
C -4.2307 0.8679 4.7100
C -2.9803 0.6029 4.1483
C -2.7836 0.8112 2.7762
C -3.8315 1.2694 1.9666
C -5.0784 1.5282 2.5392
N -1.4643 0.5588 2.1844
O -0.5682 0.1361 2.9301
O -1.3209 0.7866 0.9747
H -6.2458 1.5423 4.3509
H -4.3914 0.7158 5.7752
H -2.1773 0.2420 4.7874
H -3.6942 1.4307 0.8995
H -5.8974 1.8871 1.9198
```

=====

# 7
2 unconnected molecules or ions with the total composition C15H32ClNO3S at a distorted geometry, computed with the ωB97M-V functional and the def2-TZVPD basis.

Values from the calculation:
Frontier orbital gap   4.32 eV
Strongest force on any atom   1.209 eV Å⁻¹

XYZ file:
```
53
C15H32ClNO3S the ωB97M-V functional and the def2-TZVPD basis
C -0.8938 -1.0631 -3.6183
C -0.3951 -2.4434 -4.0351
Cl -1.7851 -3.5355 -4.4337
C 0.6113 -3.0686 -3.0505
C 0.3194 -3.1513 -1.5570
C -1.1208 -3.4484 -1.1842
C -1.2847 -3.8624 0.2840
O -2.5439 -3.4781 0.8515
C 0.7716 -1.9281 -0.8641
S 2.1777 -2.0894 0.2779
O 3.1658 -3.0536 -0.1139
O 2.6259 -0.7329 0.6148
H -0.9601 -0.9736 -2.5351
H -1.8577 -0.8313 -4.0688
H -0.1831 -0.3122 -3.9777
H 0.1086 -2.3468 -4.9968
H 1.5252 -2.4744 -3.1871
H 0.8656 -4.0555 -3.4576
H -1.4746 -4.2772 -1.7958
H -1.8227 -2.5871 -1.3330
H -0.4664 -3.4515 0.8892
H -1.2297 -4.9462 0.3852
H -2.7660 -2.6197 0.4640
H -0.0116 -1.5433 -0.1769
H 1.1347 -1.0911 -1.4891
H 1.5806 -2.5587 1.4119
C 0.8895 -0.1166 3.1300
C 1.0925 1.3928 3.1451
C -0.1165 2.1726 2.6311
N -0.0676 2.4903 1.1425
C 0.1103 1.2563 0.3081
C -1.3567 3.1859 0.7582
C -1.0573 4.6640 0.9083
C 0.3540 4.7554 0.3294
C 1.0427 3.4943 0.8492
H 0.8284 -0.4474 2.1033
H 1.7635 -0.6076 3.5565
H 0.0148 -0.4487 3.6909
H 1.9721 1.6424 2.5464
H 1.3153 1.7261 4.1597
H -0.2074 3.1409 3.1225
H -1.0384 1.6158 2.7970
H -0.6784 0.5490 0.5546
H 1.0869 0.8051 0.4814
H 0.0320 1.5485 -0.7371
H -1.5643 2.9348 -0.2801
H -2.1600 2.8085 1.3852
H -1.0721 4.9594 1.9588
H -1.7793 5.2812 0.3784
H 0.8844 5.6556 0.6315
H 0.3158 4.7437 -0.7605
H 1.5814 3.6737 1.7750
H 1.7233 3.0471 0.1306
```